No. 1
{
  "formula": "C43H73F6N5O12S4",
  "method": "the ωB97M-V functional and the def2-TZVPD basis",
  "multiplicity": 1,
  "homo_lumo_gap_ev": 7.91,
  "smiles": "[H]/N=C\\C[C@@H](CCN)O[C@](CCCNCc1ccccc1O)(C(F)(F)C(F)(F)F)[C@](CC(=O)F)(N=C(C)C)OCCCN.O=S1(=O)CCCC1.O=S1(=O)CCCC1.O=S1(=O)CCCC1.O=S1(=O)CCCC1",
  "charge": 0,
  "lumo_energy_ev": 0.3,
  "homo_ev": -7.58,
  "elements": ["S", "S", "S", "S", "F", "F", "F", "F", "F", "F", "O", "O", "O", "O", "O", "O", "O", "O", "O", "O", "O", "O", "N", "N", "N", "N", "N", "C", "C", "C", "C", "C", "C", "C", "C", "C", "C", "C", "C", "C", "C", "C", "C", "C", "C", "C", "C", "C", "C", "C", "C", "C", "C", "C", "C", "C", "C", "C", "C", "C", "C", "C", "C", "C", "C", "C", "C", "C", "C", "C", "H", "H", "H", "H", "H", "H", "H", "H", "H", "H", "H", "H", "H", "H", "H", "H", "H", "H", "H", "H", "H", "H", "H", "H", "H", "H", "H", "H", "H", "H", "H", "H", "H", "H", "H", "H", "H", "H", "H", "H", "H", "H", "H", "H", "H", "H", "H", "H", "H", "H", "H", "H", "H", "H", "H", "H", "H", "H", "H", "H", "H", "H", "H", "H", "H", "H", "H", "H", "H", "H", "H", "H", "H"],
  "positions_angstrom": [[10.7111, 0.2752, 2.4139], [5.9488, 0.8387, 2.9276], [0.0545, 0.8227, 7.2792], [-7.8791, -4.6108, -4.9839], [-3.1773, 0.7875, -6.6363], [-1.6521, -4.2691, -2.8001], [-0.6215, 2.1728, -5.1978], [-1.0623, 0.1078, -5.6861], [-3.9981, 1.6583, -4.8233], [-2.7286, 2.8579, -6.1768], [2.6150, 2.3603, 1.3408], [-8.1257, -3.9085, -3.7472], [11.3903, 1.5467, 2.4709], [-2.7068, -0.6873, -1.8070], [-2.3375, 1.6030, -2.5256], [9.9374, -0.2326, 3.5248], [-1.6829, -3.4789, -4.8319], [6.3314, -0.1065, 1.9045], [-0.9469, 1.6694, 6.6775], [0.1475, -0.5848, 6.9840], [-6.6003, -5.2004, -5.2899], [4.5637, 1.1451, 3.2072], [-3.1376, -1.0400, -4.0906], [-1.9348, 6.0531, -2.9590], [1.7811, -1.1795, -0.1733], [-2.7235, 3.1656, 1.3001], [-5.5682, -2.5115, 1.0033], [11.8746, -0.9838, 1.9139], [7.2917, 2.7885, 4.0476], [0.2842, 0.5094, -1.4123], [6.7623, 0.4120, 4.4647], [-2.4927, -1.7945, -0.9439], [-9.1558, -5.8457, -5.2333], [-2.8845, 1.6236, -5.5776], [1.5048, 0.2047, 1.8564], [-0.3904, 1.6308, 3.5300], [-0.0110, 0.8878, -2.9100], [9.6990, 0.2083, 0.9359], [-5.4551, -0.4157, -3.2194], [7.8011, 1.5073, 4.7162], [6.8263, 2.3710, 2.6584], [0.4374, -0.5227, 2.5400], [-8.3581, -3.5612, -6.3494], [-4.7759, -2.9024, -3.6732], [1.4540, 1.1219, 9.4725], [-9.1096, -4.4897, -7.2956], [-2.9964, 5.4469, -2.6013], [-3.2680, 3.9267, -2.9360], [-10.0085, -5.3519, -6.4055], [10.3649, -0.8120, 0.0078], [-1.5321, 1.1498, -4.8910], [1.6178, 1.6401, 2.0168], [-0.0085, 1.0257, 9.0530], [2.1254, 2.0308, 8.4370], [0.6679, 2.3421, 2.8525], [1.6305, -0.3632, -1.3875], [-0.9584, -1.8152, -3.2926], [-1.5424, 0.7809, -3.3607], [-3.1389, 3.3530, -0.1128], [11.1108, -1.8171, 0.8907], [-4.1110, -2.8029, 0.9059], [-2.0462, 2.9907, -2.4940], [-4.3017, -1.3894, -3.6841], [2.5304, -0.5034, 0.9124], [-1.7909, 3.3643, -0.9624], [-0.5036, 0.1983, 3.3660], [-3.3477, -1.5149, 0.3787], [-1.4711, -3.2312, -3.7027], [-2.1026, -0.7277, -3.0925], [1.6705, 1.5625, 7.0506], [0.5793, 1.4382, -0.8485], [-5.8875, -0.9068, -2.2986], [0.6585, 0.2736, -3.5755], [-1.1389, 2.6165, -0.4474], [11.7823, -2.4481, 0.3077], [-6.0496, -2.7184, 0.1291], [-3.6947, 4.3295, -0.2135], [-5.7166, -1.5395, 1.2722], [-3.4804, 2.7711, 1.8543], [-1.3295, 5.3915, -3.4629], [-2.3706, 4.0305, 1.7049], [8.7533, 1.2160, 4.2683], [7.6750, 2.1571, 2.0071], [-0.2415, -1.5421, -4.1104], [-4.0662, -0.6979, 0.1313], [8.6965, -0.1100, 1.2272], [2.4803, 0.3631, -1.5103], [-9.6866, -3.9292, -8.0318], [0.3873, 1.9324, -3.0307], [6.1667, 3.0991, 2.1881], [9.6283, -1.3026, -0.6292], [2.3357, 0.7992, 6.6471], [3.1063, -1.3016, 1.4586], [0.3834, -1.6247, 2.3646], [-1.1286, 2.1506, 4.1761], [-4.7073, -3.3636, -2.6618], [-2.6331, -1.1652, 1.1633], [12.1963, -1.5568, 2.7819], [-1.1799, 3.3605, -3.0873], [-4.2494, 3.5643, -2.5512], [-0.2833, -1.9230, -2.3977], [3.2986, 2.5090, 2.0229], [7.9712, 1.6511, 5.7843], [6.4513, 3.1947, 4.6187], [-3.8967, -3.7302, 0.3240], [-0.5456, 0.0477, -0.8347], [-0.5313, 0.1841, 9.5039], [-8.4025, -5.1269, -7.8340], [-9.0156, -2.7839, -5.9567], [3.2126, 2.0064, 8.5229], [-1.3179, -0.3941, 3.8415], [9.6574, 1.1984, 0.4836], [1.8069, 3.0643, 8.5996], [1.9162, 0.1310, 9.4483], [-2.9126, -2.7519, -1.3617], [-3.7808, -3.0123, 1.9630], [-4.2186, -3.4738, -4.4622], [-7.4734, -3.1133, -6.7995], [-10.4404, -6.1878, -6.9571], [-5.8548, -2.8715, -4.0483], [-0.5401, 1.9551, 9.2630], [10.3922, -2.4665, 1.3985], [-5.0215, 0.5527, -2.8501], [12.7290, -0.4836, 1.4556], [-9.7429, -5.9444, -4.3217], [11.0781, -0.3038, -0.6472], [-3.7831, 6.0221, -2.0588], [7.2269, -0.5683, 4.3662], [-8.6670, -6.7919, -5.4649], [1.5903, 2.3921, 6.3499], [-10.8365, -4.7452, -6.0285], [-6.2355, -0.2783, -4.0025], [6.0063, 0.3875, 5.2499], [-1.4411, -1.9564, -0.5998], [1.6847, -1.0661, -2.2645], [0.7346, 3.4450, 2.9869], [-3.7651, 2.5010, -0.4686], [-1.2501, 4.3468, -0.8639], [8.0658, 3.5548, 3.9960], [3.2875, 0.1888, 0.4794], [0.8956, -1.5661, 0.1428], [1.5549, 1.5166, 10.4842], [-3.3627, 3.9171, -4.0596]],
  "lowdin_charge": [0.675, 0.682, 0.656, 0.651, 0.114, 0.055, 0.070, 0.099, 0.141, 0.110, -0.023, -0.333, -0.320, -0.093, -0.051, -0.328, 0.160, -0.324, -0.332, -0.317, -0.314, -0.315, 0.129, 0.087, -0.076, -0.016, -0.031, -0.229, -0.209, -0.136, -0.208, -0.184, -0.221, -0.433, -0.122, -0.096, -0.092, -0.222, -0.018, -0.212, -0.217, -0.032, -0.232, -0.011, -0.224, -0.223, -0.237, -0.111, -0.218, -0.208, -0.256, -0.266, -0.234, -0.218, -0.013, -0.215, 0.011, -0.232, -0.251, -0.219, -0.256, -0.296, -0.275, -0.161, -0.110, -0.086, -0.120, -0.415, -0.327, -0.220, 0.104, 0.084, 0.118, 0.093, 0.117, 0.054, 0.103, 0.058, 0.063, 0.047, 0.070, 0.069, 0.095, 0.133, 0.107, 0.082, 0.128, 0.116, 0.124, 0.109, 0.119, 0.107, 0.120, 0.111, 0.090, 0.090, 0.096, 0.109, 0.128, 0.112, 0.108, 0.076, 0.121, 0.117, 0.110, 0.106, 0.108, 0.121, 0.109, 0.112, 0.104, 0.106, 0.117, 0.120, 0.105, 0.104, 0.084, 0.111, 0.115, 0.055, 0.108, 0.122, 0.070, 0.110, 0.104, 0.118, 0.106, 0.103, 0.106, 0.101, 0.117, 0.090, 0.103, 0.114, 0.098, 0.111, 0.116, 0.117, 0.120, 0.110, 0.075, 0.115, 0.101]
}



No. 2
{
  "formula": "C2H13NO4",
  "method": "the ωB97M-V functional and the def2-TZVPD basis",
  "multiplicity": 1,
  "homo_lumo_gap_ev": 10.30,
  "smiles": "CNCO.O.O.O",
  "charge": 0,
  "lumo_energy_ev": 0.5,
  "homo_ev": -9.81,
  "elements": ["O", "O", "O", "O", "N", "C", "C", "H", "H", "H", "H", "H", "H", "H", "H", "H", "H", "H", "H", "H"],
  "positions_angstrom": [[-1.7645, -1.7374, -0.4514], [0.4793, 0.8749, 2.6142], [2.0346, 0.4188, 0.1739], [-2.4059, 0.6569, 1.4748], [0.6659, -0.7392, -1.3391], [0.2035, 0.5290, -1.9072], [0.9495, -0.5282, 0.0891], [-2.7895, -0.0593, 0.9548], [-1.6241, 0.1707, 1.7837], [-0.9651, -1.6760, -1.0109], [1.5266, -1.0444, -1.7804], [-0.5431, 0.9920, -1.2422], [-2.3365, -1.0537, -0.8134], [2.9204, 0.1467, 0.0137], [-0.3361, 0.2591, -2.7987], [0.3862, 1.7647, 2.9805], [0.8295, 1.3656, -2.2281], [1.1738, -1.4280, 0.6446], [0.2001, 0.1266, 0.5262], [1.3955, 0.9611, 2.3160]],
  "nbo_charge": [-0.974, -0.951, -0.781, -0.942, -0.658, -0.442, 0.068, 0.462, 0.480, 0.494, 0.365, 0.209, 0.456, 0.472, 0.193, 0.472, 0.198, 0.178, 0.217, 0.482]
}



No. 3
{
  "formula": "C6H14NO",
  "method": "the ωB97M-V functional and the def2-TZVPD basis",
  "s2": 0.753,
  "multiplicity": 2,
  "homo_lumo_gap_ev": [6.13, 3.26],
  "charge": 2,
  "lumo_energy_ev": [-9.8, -12.7],
  "homo_ev": [-15.94, -15.94],
  "elements": ["O", "N", "C", "C", "C", "C", "C", "C", "H", "H", "H", "H", "H", "H", "H", "H", "H", "H", "H", "H", "H", "H"],
  "positions_angstrom": [[0.1291, -1.3646, -0.7320], [0.5585, -4.8171, 1.0012], [-0.7422, -0.5645, -1.5704], [-0.1311, 0.7829, -1.7333], [0.1525, 2.4924, 0.1457], [0.3480, 1.4821, 1.2485], [0.3772, 1.8630, 2.5182], [-0.6619, 1.9689, -1.1184], [-1.7167, -0.5893, -1.0823], [-1.6999, 1.7629, -0.8419], [1.0952, 2.8343, -0.2983], [-0.2210, 3.4125, 0.5994], [-0.2007, -4.2203, 0.6438], [0.3916, -5.3528, 1.8698], [1.1214, -5.3587, 0.3379], [-0.9208, -1.1479, -2.4786], [-0.6699, 2.7728, -1.8686], [0.6893, 0.6860, -2.4480], [0.3522, 0.4737, 0.8412], [0.6978, 1.2935, 3.3731], [1.0528, -1.2928, -0.9891], [-0.0013, 2.8830, 2.5819]],
  "lowdin_spin": [0.000, 0.927, 0.000, 0.000, 0.000, 0.000, 0.000, 0.000, 0.000, 0.000, 0.000, 0.000, 0.025, 0.023, 0.024, 0.000, 0.000, 0.000, 0.000, 0.000, 0.000, 0.000]
}



Number 1: total energy -5050.619844 Ha, maximum force 3.327 eV Å⁻¹. Number 2: total energy -439.674467 Ha, maximum force 2.485 eV Å⁻¹. Number 3: total energy -366.144242 Ha, maximum force 1.885 eV Å⁻¹.